[1]
A 7-piece molecular cluster, C32H54FN3O15PS7 overall. Source: OMol25; level of theory: the ωB97M-V functional and the def2-TZVPD basis.

Computed properties:
DFT total energy = -157081.67062 eV
Kohn-Sham gap = 6.746 eV
E_LUMO = -4.55 eV
Charge = +1
Spin multiplicity = 1
HOMO level = -0.415 Ha

Element x y z (Å)
O 4.5189 -7.1958 0.6883
P 3.6731 -7.0341 -0.5989
N 3.0831 -5.3336 -0.5620
C 4.0248 -4.3628 -0.0487
C 3.5573 -2.8766 0.0198
C 2.1081 -2.4546 -0.4330
N 1.5764 -1.0982 -0.3877
C 2.3769 -0.2793 0.2659
S 3.7154 0.6260 0.6570
C 1.1899 -3.6182 -0.9560
C -0.3148 -3.3641 -1.4300
O -0.5346 -3.2900 -2.6691
N -1.4582 -3.1711 -0.5145
C -1.5866 -4.3088 0.4170
O -2.0215 -4.0653 1.5668
F -1.2944 -5.6637 0.0982
C 1.7395 -5.0585 -1.0175
H 2.5074 -7.8629 -0.6388
H 4.5417 -7.2886 -1.7030
H 5.0792 -4.6318 0.3096
H 4.3103 -2.1160 0.4035
H -2.2999 -3.1533 -1.1256
H 1.1188 -5.9316 -1.4080
C -2.2124 -6.6778 5.1900
C -2.9886 -6.3494 3.9131
C -3.0064 -7.6116 3.0496
S -2.8931 -8.9936 4.1806
O -1.6366 -9.6705 3.9553
O -4.1553 -9.6974 4.2008
C -2.7522 -8.0191 5.6686
H -2.3341 -5.9024 5.9492
H -1.1449 -6.7634 4.9615
H -4.0141 -6.0663 4.1731
H -2.5437 -5.5099 3.3741
H -3.9283 -7.6916 2.4724
H -2.1445 -7.6508 2.3809
H -2.0942 -8.5184 6.3795
H -3.7529 -7.9118 6.0932
C 7.7006 -2.9813 -4.0099
C 8.1561 -4.3749 -4.4463
C 8.0973 -5.2829 -3.2164
S 6.8263 -4.6060 -2.1558
O 7.4443 -4.1311 -0.9390
O 5.6859 -5.5026 -2.1420
C 6.4410 -3.1988 -3.1821
H 7.5104 -2.3305 -4.8655
H 8.4770 -2.5144 -3.3953
H 7.4781 -4.7549 -5.2175
H 9.1606 -4.3561 -4.8741
H 7.8369 -6.3076 -3.4844
H 9.0389 -5.2709 -2.6645
H 6.1830 -2.3427 -2.5586
H 5.5945 -3.4705 -3.8174
C -0.6430 3.7771 -0.0873
C -0.0904 5.1806 -0.3395
C 1.3525 5.2045 0.1689
S 1.9585 3.5281 0.0316
O 2.2113 3.0168 1.3643
O 2.9511 3.4619 -1.0209
C 0.4357 2.8157 -0.5679
H -1.5877 3.6132 -0.6099
H -0.8200 3.6368 0.9843
H -0.1054 5.3897 -1.4111
H -0.6883 5.9406 0.1495
H 1.9751 5.8622 -0.4271
H 1.4009 5.4964 1.2198
H 0.3166 1.8049 -0.1756
H 0.4850 2.7925 -1.6590
C -5.4393 6.8121 -1.0934
C -4.8876 8.2168 -1.3460
C -3.4449 8.2416 -0.8366
S -2.8381 6.5646 -0.9739
O -2.5907 6.0575 0.3560
O -1.8488 6.5017 -2.0252
C -4.3593 5.8513 -1.5732
H -6.3836 6.6472 -1.6163
H -5.6165 6.6723 -0.0220
H -4.9026 8.4262 -2.4206
H -5.4919 8.9826 -0.8548
H -2.8177 8.9031 -1.4353
H -3.3964 8.5334 0.2141
H -4.4772 4.8413 -1.1806
H -4.3096 5.8278 -2.6642
C 2.9928 10.2898 2.3670
C 3.7903 9.0148 2.6489
C 2.8575 7.8267 2.4054
S 1.6648 8.3697 1.1868
O 0.3589 8.4036 1.8044
O 1.9114 7.6824 -0.0617
C 2.2696 10.0423 1.0497
H 3.6391 11.1681 2.3106
H 2.2656 10.4554 3.1686
H 4.6432 8.9599 1.9646
H 4.1860 9.0024 3.6669
H 3.3993 6.9616 2.0209
H 2.3138 7.5525 3.3113
H 1.4380 10.7261 0.8808
H 2.9637 10.0781 0.2069
C -7.4285 -2.3608 -0.1613
C -7.5509 -2.4867 -1.6810
C -6.2077 -2.0728 -2.2853
S -4.9692 -2.4392 -1.0478
O -4.3847 -1.1972 -0.5989
O -4.1595 -3.5562 -1.4976
C -6.1028 -3.0163 0.2021
H -8.2654 -2.8366 0.3536
H -7.4138 -1.3033 0.1218
H -7.7682 -3.5271 -1.9439
H -8.3648 -1.8732 -2.0732
H -5.9864 -2.6319 -3.1953
H -6.1739 -1.0013 -2.4896
H -5.7409 -2.7352 1.1910
H -6.1658 -4.1039 0.1194

[2]
A 10-piece molecular cluster, C32H54N10 overall. Source: OMol25; level of theory: the ωB97M-V functional and the def2-TZVPD basis.

Computed properties:
DFT total energy = -48958.18428 eV
Kohn-Sham gap = 11.524 eV
E_LUMO = 0.16 eV
Charge = 0
Spin multiplicity = 1
HOMO level = -0.418 Ha
SMILES string = CCCC#N.CCCC#N.CCCC#N.CCCC#N.CCCC#N.CCCC#N.CC#N.CC#N.CC#N.CC#N

Element x y z (Å)
C -3.2748 0.5180 3.8967
C -3.1979 -0.6475 4.8259
C -4.1705 -0.5252 6.0124
C -5.5574 -0.5854 5.4709
N -6.5977 -0.7629 4.9364
H -3.3053 1.4251 4.5083
H -4.1314 0.5094 3.2304
H -2.3429 0.6101 3.3277
H -2.1605 -0.6840 5.2062
H -3.3191 -1.5928 4.3349
H -3.9896 0.4060 6.5485
H -4.0385 -1.3634 6.6994
C 5.3473 1.4308 -4.7983
C 5.9126 1.3068 -3.4127
C 4.9688 1.8605 -2.3510
C 3.7711 1.0336 -2.3254
N 2.8431 0.2886 -2.3497
H 6.1882 1.2244 -5.4575
H 4.9080 2.3945 -4.9974
H 4.5700 0.6956 -4.9669
H 6.8249 1.9186 -3.3681
H 6.2757 0.2949 -3.1915
H 4.6671 2.8611 -2.6706
H 5.4124 1.8032 -1.3531
C -3.2778 2.1211 0.2251
C -2.9624 3.0658 -0.9289
C -3.6520 4.4262 -0.7912
C -3.4229 5.0939 0.5003
N -3.2083 5.5162 1.5416
H -2.8595 1.1047 0.1117
H -4.3671 2.0151 0.3667
H -2.9404 2.5911 1.1765
H -3.1407 2.6748 -1.9213
H -1.9014 3.2753 -0.8065
H -4.7310 4.3262 -0.9994
H -3.3810 5.1142 -1.5996
C -0.0884 -5.3031 -3.9670
C 0.0788 -3.8921 -3.4385
C -0.5798 -2.8750 -4.3270
C 0.0262 -2.8851 -5.6488
N 0.5562 -2.8678 -6.6693
H -1.1263 -5.6097 -3.8565
H 0.4539 -6.0710 -3.4109
H 0.1954 -5.4384 -5.0111
H 1.1390 -3.7165 -3.2747
H -0.3120 -3.8130 -2.4227
H -0.4993 -1.8415 -3.9613
H -1.6605 -3.1462 -4.4378
C 3.0711 -2.4693 -0.4207
C 4.1588 -1.9479 0.5345
C 3.6431 -0.8785 1.5019
C 2.5754 -1.3888 2.3610
N 1.6777 -1.7334 3.0141
H 3.5103 -3.1841 -1.1065
H 2.6662 -1.6714 -1.0572
H 2.2670 -2.9298 0.1521
H 5.0374 -1.5992 0.0164
H 4.5848 -2.7868 1.0693
H 3.3095 0.0077 0.9644
H 4.4757 -0.4650 2.0962
C -0.6384 -1.1679 -1.1065
C -0.5450 -0.6750 0.3369
C 0.1248 0.7039 0.3705
C 0.2745 1.1965 1.7514
N 0.3186 1.6429 2.8276
H -1.1121 -2.1309 -1.3040
H 0.3695 -1.0795 -1.5128
H -1.2802 -0.5327 -1.7225
H 0.0462 -1.3613 0.9396
H -1.5340 -0.5696 0.8033
H -0.4272 1.4412 -0.1811
H 1.1603 0.6720 0.0042
C -0.0361 4.6286 1.3179
C 0.1541 4.8975 2.7658
N 0.3008 5.0875 3.9098
H -0.3287 5.5188 0.7770
H -0.7926 3.8591 1.2268
H 0.8886 4.2762 0.8692
C -4.4693 -1.0724 -2.6309
C -4.9196 0.2900 -2.4849
N -5.2550 1.3852 -2.4459
H -4.2379 -1.4945 -1.6522
H -3.5983 -1.1128 -3.2708
H -5.2385 -1.6947 -3.0570
C -0.6898 -4.0603 2.4994
C -0.1708 -4.4456 1.1420
N 0.2810 -4.8023 0.1421
H 0.1158 -4.2766 3.1809
H -1.5418 -4.6853 2.7251
H -1.0872 -3.0602 2.5021
C 3.0738 2.5443 3.5188
C 3.2922 2.5324 2.0650
N 3.4967 2.5480 0.9472
H 4.0383 2.9088 3.8467
H 2.7601 1.5881 3.8811
H 2.2881 3.2621 3.6874

[3]
A 2-piece molecular cluster, C32H55Br2FN3O5S2 overall. Source: OMol25; level of theory: the ωB97M-V functional and the def2-TZVPD basis.

Computed properties:
DFT total energy = -213227.36529 eV
Kohn-Sham gap = 6.605 eV
E_LUMO = -3.76 eV
Charge = +1
Spin multiplicity = 1
HOMO level = -0.381 Ha

Element x y z (Å)
C 3.7330 7.3524 3.9207
C 2.9248 8.0543 2.6384
C 2.1703 6.9547 1.6726
O 0.7316 7.1930 1.4773
C -0.0934 6.1753 2.1676
C -0.9745 4.9987 1.3738
C -0.9037 4.9235 -0.2757
C 0.6281 4.8498 -0.8771
C 0.6610 4.3104 -2.4572
C 2.1044 3.6493 -2.8864
C 1.9070 2.1101 -3.5074
C 2.8944 1.8030 -4.7916
C 3.3261 0.1947 -4.9068
C 2.6295 -0.5621 -6.1986
C 1.6958 -1.8636 -5.7434
C 2.5056 -3.2988 -5.8101
C 3.0472 -3.7290 -4.2930
O 3.0809 -5.1994 -4.0949
C 3.7955 -5.5370 -2.8259
C -1.8884 3.9523 2.3046
C -2.8332 2.7847 1.5961
Br -4.8072 3.2202 1.3351
C -2.3351 1.4482 1.1416
C -3.4367 0.3892 0.5005
Br -0.4039 0.9279 1.2903
C -1.9075 4.0135 3.9597
S -2.8555 2.8550 5.0857
O -3.0578 3.4655 6.5255
O -2.0502 1.5321 5.3098
F -4.4169 2.4150 4.5320
C -0.9797 5.1771 4.7024
N -0.7472 5.4693 6.1685
S 0.3019 6.8313 6.4750
N 0.5990 7.1917 4.7812
C -0.1016 6.2495 3.8232
H 3.0649 6.4215 4.2356
H 3.7628 8.0955 4.8300
H 4.8196 7.0118 3.6346
H 3.7838 8.5664 1.9878
H 2.2061 8.9002 3.0400
H 2.6726 6.9782 0.6002
H 2.3383 5.8952 2.1618
H -1.4108 5.8935 -0.7213
H -1.4578 3.9468 -0.6255
H 1.0228 5.9737 -0.9406
H 1.3879 4.2595 -0.2107
H -0.1602 3.4783 -2.5175
H 0.4044 5.1570 -3.2240
H 2.9156 3.6971 -2.0440
H 2.5254 4.2855 -3.7920
H 2.1765 1.3084 -2.6841
H 0.7833 1.9526 -3.8666
H 2.3714 2.0466 -5.8323
H 3.8932 2.4331 -4.7901
H 4.4982 0.0440 -4.9681
H 2.9461 -0.3583 -3.9480
H 3.4254 -0.9678 -6.9789
H 1.9090 0.1387 -6.8129
H 0.7397 -1.9363 -6.4422
H 1.2688 -1.7190 -4.6381
H 3.4383 -3.1196 -6.5242
H 1.7984 -4.1395 -6.2669
H 2.3427 -3.3074 -3.4321
H 4.1008 -3.2273 -4.1752
H 3.0932 -5.3599 -1.8978
H 4.7613 -4.8558 -2.7132
H 4.1697 -6.6520 -2.8620
H -4.1444 0.8677 -0.3029
H -4.1003 0.0306 1.4248
H -2.9392 -0.5892 0.0675
C -4.2841 -4.2444 0.6868
C -3.7354 -5.3332 1.6012
N -2.6062 -6.1903 0.9852
C -3.2019 -6.9491 -0.2287
C -2.1859 -7.3037 1.9736
C -1.5090 -6.8513 3.2585
C -1.4051 -5.3653 0.4274
C -0.7194 -4.3774 1.3859
O -1.6289 -3.3828 1.8379
C -1.4248 -2.9603 3.1798
H -4.7684 -4.6598 -0.2013
H -5.0477 -3.6750 1.2273
H -3.5282 -3.5345 0.3581
H -4.5460 -6.0249 1.8633
H -3.3719 -4.9056 2.5345
H -4.0716 -7.5217 0.1116
H -2.4331 -7.6217 -0.6224
H -3.4886 -6.2316 -1.0001
H -1.5203 -7.9844 1.4329
H -3.1000 -7.8515 2.2276
H -0.4439 -6.6712 3.0977
H -1.5596 -7.6603 3.9955
H -1.9653 -5.9711 3.7134
H -1.7906 -4.8122 -0.4362
H -0.6747 -6.1003 0.0620
H 0.0743 -3.8636 0.8325
H -0.2276 -4.8914 2.2094
H -0.5248 -3.3790 3.6383
H -2.2958 -3.2639 3.7646
H -1.3666 -1.8699 3.1988

[4]
C32H55FeNP2Si as an isolated structure. Source: OMol25; level of theory: the ωB97M-V functional and the def2-TZVPD basis.

Computed properties:
Energy relative to the best compared isomer or geometry (same formula, charge and spin) = 184.59 kcal/mol
DFT total energy = -96395.89017 eV
Kohn-Sham gap (spin up / spin down) = 5.901 / 5.666 eV
E_LUMO (spin up / spin down) = -3.31 / -3.51 eV
Charge = +1
Spin multiplicity = 6
HOMO level (spin up / spin down) = -0.339 / -0.337 Ha

Element x y z (Å)
Fe -0.4544 -0.1492 -2.3627
C -0.8547 -2.6579 2.0986
C 0.3954 -2.8539 1.4493
C 0.7373 -1.5320 3.3093
C -0.6446 -1.8310 3.2355
C 1.3880 -2.1936 2.2275
C -2.1621 -3.2156 1.7083
H -2.0841 -3.8045 0.7882
H -2.9087 -2.4243 1.5641
H -2.5564 -3.8871 2.4833
C -1.6485 -1.3823 4.2168
H -2.6549 -1.6529 3.8977
H -1.6165 -0.2929 4.3571
H -1.4728 -1.8369 5.2031
C 1.3567 -0.6975 4.3589
H 1.1020 -1.0786 5.3607
H 0.9925 0.3436 4.3039
H 2.4472 -0.6700 4.2728
C 2.8438 -2.2723 1.9827
H 3.2551 -3.2199 2.3741
H 3.3790 -1.4615 2.4871
H 3.0719 -2.2365 0.9082
C 0.6495 -3.5745 0.1785
H 1.2082 -4.5058 0.3416
H 1.2504 -2.9634 -0.5189
H -0.2850 -3.8485 -0.3318
C -1.3371 1.0553 -3.3832
C -1.9639 -0.3234 -3.5857
C -1.4486 -1.2473 -4.6912
C 0.1188 -1.2852 -4.7274
C 0.7353 -0.9746 -3.4044
C 1.3813 0.3882 -3.0412
C 1.0808 1.5477 -4.0383
C -0.4377 1.7134 -4.3774
H -1.8378 -0.9131 -5.6690
H 0.4895 -0.6322 -5.5413
H -1.8640 -2.2530 -4.5320
H -0.6546 1.3841 -5.4031
H -1.9240 1.7090 -2.7444
H -3.0576 -0.2617 -3.6456
H -0.6726 2.7945 -4.3428
H 1.4856 2.4926 -3.6523
H 2.4593 0.2319 -3.1826
H 1.6378 1.3532 -4.9732
H 0.3997 -2.3218 -4.9858
H 1.2029 -1.8062 -2.8633
P -2.2851 -1.1439 -1.7238
C -3.8923 -0.3587 -1.4009
C -2.6372 -2.8976 -2.0322
P 2.9985 0.6111 -0.4397
C 1.3169 0.6881 -1.4846
C 3.8771 -0.7562 -1.3143
C 3.6771 2.2247 -0.9688
H -3.7407 0.6487 -0.9952
H -4.4323 -0.9756 -0.6699
H -4.4476 -0.3047 -2.3482
H -1.8859 -3.3228 -2.7138
H -3.6467 -2.9665 -2.4652
H -2.5703 -3.4128 -1.0620
H 3.4347 2.3995 -2.0212
H 4.7577 2.2992 -0.8157
H 3.2042 2.9933 -0.3528
H 1.0211 1.7129 -1.2436
H 0.6254 -0.0086 -0.9116
H 4.7843 -1.0186 -0.7554
H 4.1653 -0.5140 -2.3500
H 3.2278 -1.6460 -1.3313
C -3.1064 0.5491 1.7914
Si -1.8614 1.9569 1.7526
C -2.3757 3.2183 0.4642
C -1.8225 2.6283 3.5137
N -0.2500 1.4083 1.3205
C 0.8728 2.0399 1.6203
C 0.9665 3.4514 1.8863
C 2.0288 3.9621 2.6118
C 3.1239 3.1486 2.9245
C 3.1707 1.8277 2.4892
C 2.1095 1.2561 1.7507
H -3.4999 0.3841 2.8034
H -2.6253 -0.3738 1.4506
H -3.9766 0.7392 1.1503
H -3.4438 3.4609 0.5634
H -1.8104 4.1561 0.5637
H -2.2006 2.8322 -0.5496
H -1.8342 1.8174 4.2555
H -0.9239 3.2315 3.7002
H -2.7001 3.2621 3.6985
H 0.1280 4.0914 1.5945
H 2.0026 5.0036 2.9344
H 3.9497 3.5618 3.5068
H 4.0483 1.2139 2.6995
H 1.9508 0.1689 1.7938